Here is a 11-piece molecular cluster, C10H34FN10O22PS overall in a non-equilibrium geometry from the OMol25 dataset. Energies are from ωB97M-V/def2-TZVPD.

The geometry in XYZ format:
```
79
C10H34FN10O22PS ωB97M-V/def2-TZVPD
O -0.07888 -1.79787 -1.43387
S -0.52985 -0.85206 -2.48778
O -0.11855 -1.34747 -3.82100
F 0.10891 0.63282 -2.08509
P -2.79041 -0.82403 -2.36473
H -2.67087 -2.16360 -1.92280
H -2.63946 0.31914 -1.51454
H -2.90725 -0.60643 -3.75999
H -4.19288 -0.77386 -2.13507
C 3.18350 -0.08904 -1.63955
N 3.81196 0.42527 -0.39755
O 3.96256 -0.34586 0.52377
O 4.13496 1.59293 -0.38242
H 2.94960 -1.13974 -1.50210
H 2.28189 0.48793 -1.80488
H 3.89453 0.04726 -2.45106
C 0.47662 0.52169 1.77522
N -0.96503 0.41878 1.44580
O -1.72840 1.19619 1.97928
O -1.28340 -0.43711 0.65181
H 0.61340 1.32665 2.48897
H 0.78707 -0.43290 2.20161
H 1.00455 0.73089 0.84729
C 2.13054 -1.75904 5.72566
N 1.22949 -0.94543 4.87191
O 1.05858 0.21156 5.17441
O 0.72348 -1.50011 3.92028
H 2.50475 -1.13317 6.52824
H 1.54758 -2.58805 6.11774
H 2.94349 -2.11340 5.09729
C -0.79477 -4.55931 -3.54711
N -2.23975 -4.61927 -3.89056
O -2.99360 -3.84567 -3.33033
O -2.57572 -5.43863 -4.70736
H -0.64095 -3.78414 -2.80431
H -0.51456 -5.53371 -3.15516
H -0.25225 -4.33230 -4.46037
C 1.67191 3.06914 -2.76374
N 2.23117 3.93790 -3.83049
O 1.70745 5.01290 -4.01277
O 3.18033 3.50934 -4.45014
H 0.83919 3.56322 -2.28824
H 1.35209 2.14465 -3.23345
H 2.46732 2.89047 -2.04278
C -7.66092 -2.55282 -0.49834
N -6.53808 -1.68831 -0.94018
O -6.59428 -0.51012 -0.66780
O -5.63699 -2.22179 -1.54586
H -8.38472 -1.93869 0.02717
H -8.10088 -2.99772 -1.38685
H -7.24879 -3.31365 0.15874
C -2.18628 3.80332 -0.06240
N -0.95029 3.82722 -0.88503
O -1.04421 4.21240 -2.03473
O 0.07292 3.45944 -0.34272
H -3.01254 4.15596 -0.67048
H -2.34763 2.77619 0.25854
H -2.02302 4.45735 0.78973
C 7.48310 -1.26489 0.53015
N 7.65834 -2.62391 -0.04522
O 8.23927 -2.71820 -1.10381
O 7.20583 -3.54989 0.58796
H 7.93538 -0.54399 -0.14185
H 6.41458 -1.08920 0.62906
H 7.97155 -1.25444 1.49463
C -7.82587 1.78034 2.38241
N -8.89891 0.75833 2.47110
O -10.02893 1.10666 2.22187
O -8.56369 -0.35989 2.78953
H -8.26975 2.72594 2.09076
H -7.36404 1.85461 3.36322
H -7.11202 1.44034 1.63611
C 6.02749 2.44608 2.31671
N 6.59768 1.17100 2.81690
O 7.60036 0.75047 2.28109
O 6.01847 0.63118 3.72834
H 6.64625 2.81174 1.50467
H 5.01970 2.23461 1.96989
H 6.02054 3.14789 3.14661
```

For the total energy, the calculation gives -93678.0851 eV. The gap between HOMO and LUMO comes out at 9.50 eV. The value obtained for the strongest force on any atom is 4.97 eV Å⁻¹. As for the structure (SMILES): O=S(=O)(F)[PH4].C[N+](=O)[O-].C[N+](=O)[O-].C[N+](=O)[O-].C[N+](=O)[O-].C[N+](=O)[O-].C[N+](=O)[O-].C[N+](=O)[O-].C[N+](=O)[O-].C[N+](=O)[O-].C[N+](=O)[O-]. For the lowest unoccupied orbital energy, the calculation gives -0.013 Ha. Its molecular weight is 728.47 g/mol. As for the total charge: 0.

Here is C19H25N3O3 in the gas phase from the OMol25 dataset. Energies are from ωB97M-V/def2-TZVPD.

The geometry in XYZ format:
```
50
C19H25N3O3 ωB97M-V/def2-TZVPD
C 2.25875 1.47483 1.99847
C 2.59685 2.49953 0.91642
C 1.32221 3.17125 0.40688
C 3.41342 1.82450 -0.20569
C 3.81550 2.79266 -1.31678
N 2.69347 0.70533 -0.77767
C 3.09663 -0.56722 -0.64760
O 4.12660 -0.91538 -0.11404
C 2.11911 -1.57885 -1.28160
N 0.91808 -1.74016 -0.49102
C 0.64306 -2.93843 0.20107
O 1.33743 -3.91562 0.20338
N -0.54770 -2.74704 0.80955
C -1.13237 -1.44992 0.55886
C -1.32956 -0.65978 1.85908
C -1.79642 0.76087 1.56628
C -2.90846 0.81817 0.55692
C -3.63280 1.99741 0.41885
C -4.63649 2.11453 -0.52208
C -4.92714 1.04346 -1.35069
C -4.20960 -0.12973 -1.22554
C -3.20062 -0.25566 -0.27691
C -2.48018 -1.57234 -0.16091
C -0.07874 -0.82781 -0.35465
O -0.11401 0.26213 -0.88287
H 1.78028 1.95904 2.84688
H 1.58022 0.72070 1.60511
H 3.15800 0.97225 2.34645
H 3.24047 3.26830 1.35800
H 0.67889 2.45936 -0.10537
H 0.76793 3.58756 1.24575
H 1.55283 3.98424 -0.27581
H 4.31828 1.39704 0.24112
H 4.30391 3.66720 -0.89576
H 2.94480 3.11274 -1.88316
H 4.50672 2.30340 -1.99843
H 1.78090 0.89598 -1.17215
H 2.60405 -2.55740 -1.31430
H 1.84864 -1.24948 -2.28915
H -0.97495 -3.44970 1.38721
H -0.39576 -0.64274 2.42576
H -2.07959 -1.18365 2.45703
H -0.96045 1.34503 1.17364
H -2.11621 1.23707 2.49584
H -3.39815 2.83328 1.06241
H -5.18888 3.03780 -0.61250
H -5.70724 1.12370 -2.09269
H -4.43112 -0.96715 -1.87211
H -3.10379 -2.27091 0.40824
H -2.33209 -2.00229 -1.15481
```

For the total energy, the calculation gives -30724.6420 eV. The gap between HOMO and LUMO comes out at 9.77 eV. The energy above the lowest of the compared OMol25 structures with the same formula, charge and spin is 0.0 kcal per mole. The value obtained for the strongest force on any atom is 0.67 eV Å⁻¹. As for the structure (SMILES): CC(C)[C@H](C)NC(=O)CN1C(=O)N[C@@]2(CCc3ccccc3C2)C1=O. For the lowest unoccupied orbital energy, the calculation gives 0.022 Ha. Its molecular weight is 343.43 g/mol. As for the total charge: 0.

Here is C4H10NO as an isolated structure in a non-equilibrium geometry from the OMol25 dataset. Energies are from ωB97M-V/def2-TZVPD.

The geometry in XYZ format:
```
16
C4H10NO ωB97M-V/def2-TZVPD
C 0.44941 -0.89414 -1.34463
O 1.30368 -0.08367 -1.74186
C -0.19250 -0.92176 -0.02067
C -0.26529 0.46512 0.63884
C 0.94845 0.77460 1.52998
N -1.04681 -1.91346 0.39649
H -2.07452 1.78422 -1.76286
H 0.08873 -1.63882 -2.08265
H 0.95884 -1.36811 -0.11722
H -0.21153 1.21980 -0.15759
H -1.25822 0.44548 1.09703
H 0.89864 0.17408 2.43503
H 0.96295 1.82600 1.79832
H 1.86891 0.62802 0.95708
H -1.90114 2.20860 -2.36844
H -0.52959 -2.70596 0.74314
```

For the total energy, the calculation gives -7844.4843 eV. The gap between HOMO and LUMO comes out at 6.28 eV. The energy above the lowest of the compared OMol25 structures with the same formula, charge and spin is 70.4 kcal per mole. The value obtained for the strongest force on any atom is 2.23 eV Å⁻¹. For the lowest unoccupied orbital energy, the calculation gives 0.157 Ha. Its molecular weight is 88.13 g/mol. As for the total charge: -1.

Here is C3H6ClIO as an isolated structure in a non-equilibrium geometry from the OMol25 dataset. Energies are from ωB97M-V/def2-TZVPD.

The geometry in XYZ format:
```
12
C3H6ClIO ωB97M-V/def2-TZVPD
C 0.68460 1.83647 -0.32578
C 0.20040 0.32572 0.10635
C -0.59949 -1.43721 -0.19715
O -1.00929 -1.84397 0.98677
Cl 0.62095 -2.47800 -0.89459
I -2.44038 -1.03733 -1.43017
H 1.77162 1.81272 -0.67247
H 0.09226 2.32478 -1.01905
H 0.58593 2.36770 0.63208
H -0.63475 0.64175 0.82582
H 0.94305 -0.15763 0.68972
H -0.21488 -2.35500 1.29846
```

For the total energy, the calculation gives -25875.8621 eV. The gap between HOMO and LUMO comes out at 9.02 eV. The energy above the lowest of the compared OMol25 structures with the same formula, charge and spin is 60.0 kcal per mole. The value obtained for the strongest force on any atom is 5.40 eV Å⁻¹. For the lowest unoccupied orbital energy, the calculation gives -0.002 Ha. Its molecular weight is 220.44 g/mol. As for the total charge: 0.